Record 1
# C15H6F8IN3PdS

C15H6F8IN3PdS as an isolated structure (wB97M-V/def2-TZVPD, the OMol25 dataset).

Element x y z (Å)
Pd  0.1981  0.9148  0.8324
F  -4.0690  -3.4754  2.1159
C  -2.9110  -2.8057  2.2905
F  -2.8046  -2.5477  3.6034
F  -1.9188  -3.6489  1.9627
C  -2.8785  -1.5534  1.4579
C  -3.9078  -1.2609  0.5904
C  -3.8595  -0.1141  -0.2001
C  -2.7477  0.6906  -0.1165
N  -1.7443  0.4077  0.7194
C  -1.7783  -0.6787  1.5291
S  -0.3776  -0.8058  2.5163
H  -4.7583  -1.9258  0.5325
H  -4.6654  0.1413  -0.8710
H  -2.6378  1.5828  -0.7120
I  6.3067  1.2403  0.5695
C  4.3631  1.2841  1.2354
C  3.9250  1.2230  2.5403
N  2.5867  1.2765  2.5006
N  2.1306  1.3788  1.2431
C  3.2022  1.3693  0.4599
H  4.4646  1.1577  3.4690
H  1.9287  1.2530  3.2636
H  3.0978  1.4314  -0.6083
F  2.0898  -1.0645  -0.6842
C  1.4111  -0.3365  -1.5952
C  0.5378  0.6550  -1.1893
C  -0.0968  1.3501  -2.1998
F  -0.9453  2.3614  -1.9056
C  0.1004  1.0838  -3.5445
F  -0.5341  1.7835  -4.4902
C  0.9775  0.0774  -3.9098
F  1.1835  -0.1996  -5.1983
C  1.6408  -0.6375  -2.9289
F  2.4904  -1.6078  -3.2782

Results
total charge: 0
F_max: 0.83 eV/Å
HOMO energy: -8.15 eV
LUMO: -0.70 eV
gap between HOMO and LUMO: 7.5 eV
E_tot: -2362.14762 a.u.

=====

Record 2
# C21H22ClN4O5Re

C21H22ClN4O5Re as an isolated structure in a non-equilibrium geometry (wB97M-V/def2-TZVPD, the OMol25 dataset).

Element x y z (Å)
Re  -0.0272  -0.4110  0.3908
O  -2.1551  -3.8771  -0.2472
C  -1.7531  -2.8038  0.1175
N  -0.4578  -2.3102  -0.0683
C  0.2473  -2.9232  -1.1821
C  0.3710  -1.8407  -2.2139
C  0.6768  -2.0872  -3.5368
C  0.7383  -1.0331  -4.4268
C  0.4814  0.2508  -3.9680
C  0.1984  0.4377  -2.6355
N  0.1560  -0.5880  -1.7545
C  -2.6288  -1.8102  0.7979
C  -3.8486  -2.1446  1.3214
C  -4.6150  -1.1349  1.8905
C  -4.1256  0.1576  1.8961
C  -2.8849  0.4161  1.3446
N  -2.1392  -0.5537  0.7949
H  1.2299  -3.2940  -0.8852
H  -0.3096  -3.7674  -1.5849
H  0.8471  -3.1069  -3.8570
H  0.9688  -1.2092  -5.4704
H  0.4988  1.1053  -4.6308
H  0.0077  1.4189  -2.2358
H  -4.1720  -3.1751  1.2720
H  -5.5794  -1.3590  2.3284
H  -4.6805  0.9713  2.3421
H  -2.4594  1.4053  1.3644
O  -1.1476  1.3358  3.3996
Cl  0.0480  0.5663  3.5218
O  0.1234  -0.1954  4.7197
O  -0.0275  -0.5472  2.4009
O  1.2252  1.3381  3.2544
C  2.7336  -0.9504  1.6116
N  2.1774  -0.1772  0.4524
C  2.9203  -0.6754  -0.7372
C  2.4793  1.2846  0.6157
C  1.2931  2.1586  0.3045
C  1.4585  3.5441  0.3654
C  0.4139  4.3882  0.0494
C  -0.8222  3.8637  -0.3419
C  -1.0016  2.4973  -0.3645
C  0.0391  1.6109  -0.0032
H  3.8230  -0.8806  1.5925
H  2.4351  -1.9928  1.5110
H  2.3684  -0.5562  2.5478
H  3.9879  -0.5451  -0.5591
H  2.6434  -0.1147  -1.6231
H  2.7234  -1.7307  -0.8859
H  3.3022  1.5429  -0.0526
H  2.8256  1.4488  1.6343
H  2.4207  3.9602  0.6480
H  0.5591  5.4606  0.0882
H  -1.6328  4.5285  -0.6149
H  -1.9544  2.1033  -0.6984

Results
total charge: +1
expectation value of S²: 0.7826
F_max: 1.13 eV/Å
HOMO energy (spin up / spin down): -11.45 / -11.16 eV
LUMO (spin up / spin down): -4.37 / -4.37 eV
gap between HOMO and LUMO (spin up / spin down): 7.1 / 6.8 eV
2S+1: 2
E_tot: -1946.68140 a.u.